Record 1
Entry from the Open Molecules 2025 dataset: an isolated molecule of C22H25N3O4 (the ωB97M-V functional and the def2-TZVPD basis).

```
54
Properties=species:S:1:pos:R:3:nbo_charge:R:1
C -0.881 5.242 -1.328 -0.621
C 0.495 4.619 -1.535 -0.395
C 0.797 4.299 -2.999 -0.407
C -0.097 3.213 -3.599 -0.226
N 0.020 1.947 -2.881 -0.476
C -1.010 1.573 -2.033 0.692
O -2.023 2.241 -1.957 -0.612
C -0.776 0.370 -1.224 -0.341
C -1.681 0.148 -0.221 0.043
C -1.690 -0.780 0.859 -0.193
C -0.547 -1.401 1.390 -0.113
C -0.631 -2.267 2.448 -0.245
C -1.869 -2.592 3.039 0.225
N -1.952 -3.483 4.061 -0.396
C -3.194 -3.689 4.766 -0.404
C -0.808 -4.272 4.448 -0.404
C -3.011 -1.940 2.533 -0.312
C -2.915 -1.053 1.494 -0.104
C 0.307 -0.533 -1.596 0.682
O 0.412 -1.690 -1.247 -0.584
N 1.254 0.003 -2.465 -0.467
C 2.425 -0.824 -2.727 -0.269
C 3.166 -1.089 -1.458 0.290
C 3.369 -0.310 -0.356 -0.326
C 4.114 -1.103 0.553 -0.313
C 4.306 -2.296 -0.068 0.079
O 3.734 -2.295 -1.284 -0.393
C 1.170 1.224 -3.101 0.817
O 2.043 1.620 -3.841 -0.615
H -1.006 6.110 -1.972 0.196
H -1.666 4.525 -1.548 0.228
H -0.996 5.562 -0.295 0.207
H 1.261 5.310 -1.174 0.204
H 0.571 3.707 -0.937 0.189
H 1.836 3.978 -3.093 0.222
H 0.669 5.202 -3.600 0.205
H -1.147 3.501 -3.556 0.238
H 0.197 3.038 -4.636 0.222
H -2.529 0.829 -0.245 0.234
H 0.424 -1.173 0.984 0.232
H 0.281 -2.691 2.834 0.210
H -3.923 -4.225 4.149 0.195
H -3.007 -4.274 5.663 0.210
H -3.627 -2.734 5.071 0.203
H -1.132 -5.091 5.087 0.209
H -0.074 -3.675 4.999 0.194
H -0.322 -4.701 3.570 0.207
H -3.983 -2.142 2.953 0.217
H -3.811 -0.574 1.126 0.212
H 3.041 -0.278 -3.448 0.263
H 2.111 -1.780 -3.156 0.235
H 3.034 0.697 -0.208 0.227
H 4.454 -0.816 1.527 0.227
H 4.814 -3.190 0.234 0.202
```

SMILES: CCCCN1C(=O)/C(=C/c2ccc(N(C)C)cc2)C(=O)N(Cc2ccco2)C1=O
Orbital gap in eV: 7.176
Relative energy (zero: lowest compared OMol25 entry of this formula, charge and spin) in kcal per mole: 34.4
HOMO in eV: -7.767
E_LUMO in eV: -0.59

---

Record 2
Entry from the Open Molecules 2025 dataset: a structure of composition C12H23FINO6Si2 (the ωB97M-V functional and the def2-TZVPD basis).

```
46
Properties=species:S:1:pos:R:3:nbo_charge:R:1
C 4.131 -1.379 2.529 -0.599
C 3.828 -1.558 1.039 -0.218
C 5.109 -1.366 0.204 -0.608
C 2.703 -0.595 0.603 -0.398
C 1.658 -1.235 -0.328 -0.953
Si -0.082 -0.567 -0.355 1.756
I -0.634 0.528 1.774 -0.242
C -1.283 -1.937 -0.733 -0.929
C -2.692 -1.545 -1.195 -0.388
C -3.544 -0.858 -0.122 -0.450
C -5.041 -1.013 -0.378 -0.070
O -5.829 -1.015 0.825 -0.504
C -5.820 0.104 1.561 0.646
O -6.435 0.212 2.569 -0.546
O -0.312 0.589 -1.527 -1.273
Si 0.712 1.724 -2.100 1.826
O 0.089 2.493 -3.398 -1.079
C 1.045 3.013 -0.719 0.313
O 1.926 2.874 0.070 -0.479
N 0.190 4.221 -0.720 -0.805
C -0.630 4.329 0.432 0.969
O -0.339 4.605 1.533 -0.500
F -1.901 4.033 0.105 -0.329
H 4.259 -0.317 2.765 0.206
H 5.058 -1.893 2.804 0.207
H 3.329 -1.783 3.154 0.209
H 3.478 -2.589 0.901 0.188
H 5.842 -0.769 0.758 0.208
H 4.909 -0.854 -0.742 0.203
H 5.587 -2.323 -0.023 0.211
H 3.157 0.256 0.081 0.214
H 2.215 -0.182 1.491 0.216
H 1.530 -2.296 -0.064 0.244
H 2.033 -1.231 -1.362 0.247
H -0.797 -2.510 -1.538 0.244
H -1.326 -2.603 0.139 0.243
H -3.210 -2.454 -1.527 0.201
H -2.615 -0.906 -2.083 0.210
H -3.308 -1.264 0.869 0.221
H -3.281 0.205 -0.080 0.214
H -5.420 -0.236 -1.052 0.181
H -5.246 -1.979 -0.841 0.197
H -5.109 0.874 1.206 0.096
H 2.017 1.188 -2.504 -0.224
H -0.740 2.964 -3.250 0.512
H 0.787 5.045 -0.776 0.413
```

Orbital gap in eV: 9.657
HOMO in eV: -9.784
E_LUMO in eV: -0.13

---

Record 3
Entry from the Open Molecules 2025 dataset: a structure of composition AlH8O4 (the ωB97M-V functional and the def2-TZVPD basis).

```
13
Properties=species:S:1:pos:R:3:nbo_charge:R:1
Al 1.502 -0.536 -1.070 2.007
O -0.772 0.698 -2.336 -0.822
H -0.835 1.086 -3.239 0.559
H -1.637 0.879 -1.916 0.544
O -0.871 -1.559 -0.036 -0.935
H -0.844 -2.523 0.132 0.544
H -1.724 -1.258 0.334 0.553
O 0.151 1.505 0.433 -0.796
H -0.346 1.540 1.279 0.549
H 0.168 2.434 0.109 0.548
O 1.739 -0.762 1.705 -0.856
H 1.083 -1.178 2.302 0.548
H 2.386 -0.324 2.302 0.557
```

Charge: +3
Orbital gap in eV: 4.599
Relative energy (zero: lowest compared OMol25 entry of this formula, charge and spin) in kcal per mole: 158.2
HOMO in eV: -25.467
E_LUMO in eV: -20.87

---

Record 4
Entry from the Open Molecules 2025 dataset: a structure of composition C3H7NOS (the ωB97M-V functional and the def2-TZVPD basis).

```
13
Properties=species:S:1:pos:R:3:nbo_charge:R:1
C -0.633 0.609 -0.417 -0.268
C -1.527 0.545 -1.384 -0.340
S 2.088 0.773 0.282 -0.281
C -0.116 -0.662 0.265 0.342
N -0.055 -0.551 1.682 -0.771
O -0.624 -1.689 -0.210 -0.484
H -0.362 1.642 -0.231 0.225
H 1.122 -0.622 -0.022 0.254
H -1.892 -0.433 -1.682 0.208
H -1.928 1.405 -1.897 0.203
H 3.294 0.783 -0.301 0.152
H -0.264 -1.459 2.075 0.384
H 0.898 -0.341 1.840 0.376
```

Orbital gap in eV: 7.568
Relative energy (zero: lowest compared OMol25 entry of this formula, charge and spin) in kcal per mole: 115.7
HOMO in eV: -9.698
E_LUMO in eV: -2.13

---

Record 5
Entry from the Open Molecules 2025 dataset: a cluster of 15 separate species, C5H38NO15 in total (the ωB97M-V functional and the def2-TZVPD basis).

```
59
Properties=species:S:1:pos:R:3:nbo_charge:R:1
O 1.177 0.472 -3.934 -0.513
C 0.151 0.998 -4.153 0.394
C -0.864 1.253 -3.068 -0.187
N -0.546 1.051 -1.578 -0.583
C -1.459 1.972 -0.817 -0.235
C -1.483 3.210 -1.873 -0.427
C -1.365 2.741 -3.267 -0.393
H -0.055 0.786 -5.155 0.172
H -1.874 0.695 -3.150 0.310
H -0.622 0.071 -1.257 0.487
H 0.443 1.343 -1.260 0.469
H -2.382 1.541 -0.722 0.229
H -1.014 2.432 0.100 0.261
H -0.699 3.889 -1.469 0.211
H -2.400 3.825 -1.889 0.244
H -0.765 3.124 -3.978 0.218
H -2.474 2.641 -3.683 0.221
H 2.088 -2.340 -0.338 0.486
H 1.927 -0.941 0.212 0.481
O 1.649 -1.846 0.344 -0.953
H 4.135 -0.373 -1.244 0.494
H 2.859 -0.403 -2.288 0.501
O 3.315 0.074 -1.590 -0.991
H 2.395 2.035 -0.292 0.509
H 1.044 2.552 0.364 0.508
O 1.564 1.744 0.036 -1.013
H -1.396 -4.873 -0.322 0.463
H -2.177 -3.808 0.807 0.513
O -2.148 -4.128 -0.190 -1.001
H 0.445 -3.115 4.396 0.499
H 0.154 -1.779 3.652 0.503
O 0.528 -2.638 3.509 -0.995
H -1.076 -0.337 4.531 0.497
H 0.177 0.439 3.652 0.505
O -0.135 -0.156 4.366 -1.019
H 0.861 1.191 1.644 0.494
H 0.808 1.798 3.074 0.493
O 0.252 1.455 2.344 -0.996
H 2.175 1.374 4.498 0.494
H 2.409 0.510 3.137 0.512
O 2.377 1.478 3.526 -0.988
H 2.106 -1.844 3.045 0.498
H 2.503 -1.145 1.812 0.458
O 2.897 -1.357 2.642 -0.963
H -0.998 -1.642 0.390 0.507
H -0.818 -2.401 -0.887 0.527
O -1.102 -1.548 -0.579 -1.003
H -3.582 -1.144 -2.222 0.480
H -2.737 -0.886 -1.096 0.507
O -3.079 -0.410 -1.908 -0.989
H 0.691 4.693 0.683 0.504
H 0.585 3.636 1.915 0.522
O 0.231 3.827 0.943 -0.961
H -1.607 -2.889 2.800 0.493
H -0.213 -3.174 2.044 0.521
O -1.121 -2.957 1.939 -0.990
H -0.970 -3.276 -3.326 0.484
H -0.290 -4.194 -2.361 0.477
O -0.494 -3.247 -2.509 -0.946
```

Charge: +1
Orbital gap in eV: 10.474
Relative energy (zero: lowest compared OMol25 entry of this formula, charge and spin) in kcal per mole: 110.5
HOMO in eV: -12.914
E_LUMO in eV: -2.44

---

Record 6
Entry from the Open Molecules 2025 dataset: a cluster of 3 separate species, C37H60Br2ClO8P3S in total (the ωB97M-V functional and the def2-TZVPD basis).

```
112
Properties=species:S:1:pos:R:3:mulliken_charge:R:1
C -1.436 -2.874 2.513 -1.200
C -2.145 -2.685 1.395 -0.562
C -2.245 -1.296 0.852 -0.169
C -1.142 -0.835 0.122 0.596
C -1.160 0.446 -0.415 -0.193
C -2.268 1.296 -0.224 0.787
P -2.127 2.979 -0.964 0.153
S -0.716 3.997 -0.086 -0.393
C -3.376 0.837 0.529 -0.633
C -4.526 1.812 0.747 -0.808
Cl -4.834 2.124 2.486 -0.199
C -5.801 1.400 0.011 0.042
C -5.497 1.258 -1.495 -0.971
C -3.376 -0.482 1.059 1.084
P -4.854 -1.121 1.979 0.564
C -5.884 -2.181 0.860 -0.719
C -7.389 -1.845 1.078 -1.207
C -4.430 -2.062 3.498 -0.252
C -5.733 -2.375 4.241 -1.400
C 0.077 0.845 -1.167 0.203
O 0.079 1.487 -2.178 -0.758
C 1.364 0.317 -0.591 -0.979
C 2.531 1.213 -0.669 -1.047
Br 2.865 2.318 0.828 -0.119
C 3.288 1.246 -1.756 0.562
C 3.058 0.363 -2.951 -0.992
Br 4.777 2.420 -1.890 -0.190
C 1.367 -0.923 -0.095 1.447
P 2.931 -1.633 0.547 0.208
C 2.590 -2.261 2.251 -1.259
C 3.223 -3.148 -0.474 -0.492
C 4.714 -3.423 -0.670 -1.383
C 0.079 -1.670 -0.112 0.431
O 0.048 -2.848 -0.344 -0.629
H -0.835 -3.754 2.692 0.292
H -1.427 -2.067 3.236 0.267
H -2.622 -3.505 0.875 0.357
H -1.845 2.777 -2.318 0.093
H -3.366 3.626 -0.959 0.227
H -4.260 2.778 0.358 0.465
H -6.548 2.185 0.092 0.578
H -6.153 0.441 0.364 -0.337
H -4.889 2.095 -1.831 0.246
H -4.929 0.352 -1.709 0.145
H -6.409 1.213 -2.083 0.480
H -5.658 -1.961 -0.180 0.395
H -5.763 -3.248 1.039 0.637
H -7.492 -1.218 1.963 0.342
H -7.793 -1.260 0.258 0.354
H -7.981 -2.738 1.253 0.315
H -3.767 -1.440 4.095 0.411
H -3.947 -3.018 3.316 0.313
H -6.319 -3.068 3.636 0.294
H -5.502 -2.922 5.152 0.426
H -6.325 -1.488 4.443 0.388
H 3.789 0.576 -3.721 0.486
H 3.155 -0.676 -2.638 0.116
H 2.069 0.566 -3.352 0.146
H 3.527 -2.237 2.796 0.423
H 2.257 -3.298 2.209 0.324
H 1.836 -1.632 2.715 0.346
H 2.789 -3.992 0.069 0.417
H 2.676 -3.091 -1.412 0.382
H 5.228 -2.525 -1.009 0.316
H 4.856 -4.193 -1.423 0.398
H 5.152 -3.741 0.273 0.368
C -2.271 -3.415 -2.203 -0.410
O -2.756 -2.623 -3.271 -0.391
C -1.996 -1.438 -3.439 0.493
C -2.056 -0.947 -4.868 -0.694
O -1.230 -1.675 -5.763 -0.500
C -1.663 -2.973 -6.143 -0.348
C -2.837 -2.979 -7.096 -0.585
O -4.053 -2.744 -6.405 -0.219
C -5.056 -2.220 -7.244 -0.796
H -2.365 -2.885 -1.261 -0.117
H -2.871 -4.325 -2.168 0.438
H -1.227 -3.694 -2.366 0.339
H -0.948 -1.613 -3.163 0.091
H -2.415 -0.664 -2.778 -0.172
H -1.656 0.070 -4.879 0.486
H -3.086 -0.898 -5.225 0.222
H -1.861 -3.598 -5.270 0.106
H -0.811 -3.409 -6.670 0.417
H -2.901 -3.964 -7.580 0.430
H -2.681 -2.213 -7.865 0.361
H -4.734 -1.274 -7.696 0.335
H -5.934 -2.029 -6.630 0.236
H -5.323 -2.931 -8.035 0.316
C 4.476 4.890 2.437 -0.670
O 5.374 4.573 3.477 -0.340
C 5.583 3.176 3.604 -0.336
C 6.938 2.885 4.209 -0.469
O 8.020 3.026 3.302 -0.469
C 8.412 4.344 2.948 -0.350
C 9.135 5.092 4.046 -0.585
O 8.220 5.591 5.007 -0.254
C 8.821 5.807 6.262 -0.781
H 3.477 4.488 2.645 0.242
H 4.412 5.975 2.372 0.314
H 4.838 4.506 1.478 0.290
H 5.513 2.686 2.625 0.235
H 4.802 2.770 4.262 0.414
H 6.947 1.831 4.496 0.410
H 7.099 3.472 5.116 0.174
H 7.567 4.921 2.569 0.148
H 9.115 4.214 2.122 0.399
H 9.671 5.944 3.606 0.415
H 9.860 4.421 4.522 0.351
H 9.251 4.878 6.655 0.331
H 8.045 6.145 6.946 0.233
H 9.602 6.574 6.202 0.322
```

SMILES: C=Cc1c2c(c([PH2]=S)c([C@H](Cl)CC)c1P(CC)CC)C(=O)C(/C(Br)=C(\C)Br)=C(P(C)CC)C2=O.COCCOCCOC.COCCOCCOC
Orbital gap in eV: 6.589
HOMO in eV: -7.932
E_LUMO in eV: -1.34